No. 1
This record from the Open Molecules 2025 dataset describes 9 unconnected molecules or ions with the total composition C21H60O9 at a distorted geometry. The level of theory is the ωB97M-V functional and the def2-TZVPD basis.

The orbital gap comes out at 9.96 eV. The spin multiplicity is 1. For the lowest unoccupied orbital energy, the calculation gives 0.33 eV. For the strongest force on any atom, the calculation gives 3.68 eV Å⁻¹. The SMILES is CC(C)O.CC(C)O.CC(C)O.CCO.CCO.CCO.CCO.CCO.CCO.

Last column: Mulliken charge in e.
Atoms and positions in Å:
C -0.66968 -12.97814 8.74141  -1.567
C -1.48166 -11.98027 7.87499  0.414
C -1.24321 -10.56613 8.39020  -0.667
O -1.16804 -12.02525 6.55774  -0.205
H 0.33843 -12.69097 9.04029  0.219
H -0.74157 -13.91604 8.19072  0.393
H -1.16533 -13.05376 9.70925  0.486
H -2.51795 -12.27595 8.03868  0.521
H -1.49847 -10.38304 9.43395  0.537
H -1.72267 -9.87307 7.69891  0.095
H -0.17113 -10.36990 8.40585  -0.176
H -0.23933 -11.78809 6.50422  0.097
C -2.15377 -8.56447 0.28056  -1.674
C -1.92846 -9.02210 1.69221  1.092
C -1.11279 -7.95374 2.50936  -0.491
O -3.22359 -9.09752 2.29706  -0.618
H -2.57068 -7.56312 0.17291  0.362
H -2.89960 -9.27155 -0.08257  0.400
H -1.25071 -8.51048 -0.32744  0.351
H -1.45806 -10.00368 1.63462  -0.052
H -1.56826 -6.96362 2.49150  0.372
H -0.08191 -7.95347 2.15526  0.319
H -1.17697 -8.16312 3.57713  -0.306
H -3.08796 -9.83548 2.89591  0.266
C 3.09110 -11.27267 3.42631  -1.713
C 1.62978 -11.13601 3.82671  1.481
C 0.65759 -11.96155 3.01478  -1.088
O 1.50974 -11.72212 5.20014  -0.563
H 3.20959 -11.12231 2.35326  0.388
H 3.59558 -12.20298 3.68734  0.393
H 3.71682 -10.60098 4.01402  0.420
H 1.44752 -10.06222 3.78374  -0.322
H -0.27622 -11.93558 3.57642  0.026
H 0.86528 -13.02467 3.13615  0.367
H 0.60784 -11.46364 2.04643  0.368
H 2.35245 -11.50293 5.60437  0.237
C 3.54999 -5.33424 2.59878  -1.190
C 2.93720 -6.19383 3.66163  0.249
O 2.76843 -5.30977 4.79211  -0.521
H 2.90021 -4.50846 2.30902  0.288
H 3.64269 -5.94869 1.70326  0.377
H 4.59880 -5.10492 2.78719  0.397
H 3.39712 -7.13097 3.97520  0.209
H 1.93454 -6.55296 3.42971  -0.089
H 3.68817 -5.09051 4.95825  0.302
C 0.07873 -6.50828 10.83852  -0.343
C 1.58773 -6.30464 10.90964  -0.319
O 2.20149 -7.49348 11.25697  -0.563
H -0.39467 -5.62466 10.41050  0.233
H -0.27202 -6.66890 11.85797  0.329
H -0.00686 -7.40467 10.22430  -0.169
H 1.81498 -5.55736 11.66992  0.316
H 2.14071 -5.95477 10.03791  0.198
H 1.89994 -8.16084 10.63627  0.196
C -3.40249 -6.40486 8.67922  -0.692
C -4.46114 -5.87800 9.59015  -0.549
O -3.83250 -5.67812 10.79930  -0.508
H -3.82112 -6.63702 7.69996  0.398
H -2.96297 -7.19567 9.28712  0.258
H -2.57502 -5.69536 8.67836  0.185
H -5.27432 -6.60379 9.58157  0.307
H -4.93194 -4.94193 9.28976  0.309
H -3.41435 -4.81584 10.74257  0.307
C -0.00329 -8.36183 6.00274  0.172
C 0.31327 -7.14950 6.81330  -0.088
O 1.66997 -7.13727 7.14825  -0.681
H 0.32392 -9.28210 6.48660  -0.216
H 0.31451 -8.38411 4.96033  -0.180
H -1.07681 -8.46999 5.84799  0.244
H -0.19624 -7.12254 7.77650  -0.336
H -0.00699 -6.22367 6.33543  0.566
H 2.16308 -6.43910 6.71122  0.217
C -3.41133 -12.71319 2.63163  -1.378
C -3.13700 -12.37252 4.11220  0.044
O -2.95127 -10.98800 4.43544  -0.447
H -2.66631 -12.32434 1.93747  0.238
H -4.38581 -12.31377 2.35061  0.353
H -3.51353 -13.79445 2.53935  0.422
H -2.18295 -12.82857 4.37655  0.165
H -3.92428 -12.86023 4.68704  0.390
H -2.69409 -10.91889 5.35777  0.163
C 3.42937 -10.36658 10.38415  -1.177
C 3.27311 -9.85982 8.87042  -0.080
O 1.98309 -9.39303 8.80606  -0.040
H 4.19812 -11.06309 10.71882  0.393
H 2.48052 -10.80632 10.69139  0.253
H 3.54888 -9.49609 11.02918  0.351
H 3.28879 -10.65009 8.11987  0.097
H 3.92408 -9.03116 8.59176  0.348
H 1.90287 -8.63548 8.22188  0.131

---

No. 2
This record from the Open Molecules 2025 dataset describes 2 unconnected molecules or ions with the total composition C2H7Cl3NSi at a distorted geometry. The level of theory is the ωB97M-V functional and the def2-TZVPD basis.

The orbital gap comes out at 9.41 eV. Its charge is +1. The spin multiplicity is 1. For the lowest unoccupied orbital energy, the calculation gives -4.94 eV. For the strongest force on any atom, the calculation gives 5.52 eV Å⁻¹.

Last column: natural (NBO) charge in e.
Atoms and positions in Å:
C -0.87280 -0.85934 -0.98200  -0.722
C -0.25991 0.18372 -0.15251  -0.286
N -0.86557 0.29857 1.22429  -0.751
Si 1.76561 0.25045 -0.09650  1.377
Cl 2.20149 -0.04238 1.82318  -0.313
Cl 2.13694 -1.32145 -1.44269  -0.308
Cl 2.50006 2.01385 -0.65206  -0.265
H -1.76937 -0.57172 -1.44836  0.253
H -0.20760 -1.26270 -1.73783  0.281
H -0.97771 -1.62723 -0.28739  0.210
H -0.53248 1.98162 -0.92584  0.164
H -1.73321 0.83344 1.21945  0.449
H -1.04348 -0.71937 1.51856  0.450
H -0.34198 0.84254 1.93970  0.461

---

No. 3
This record from the Open Molecules 2025 dataset describes 2 unconnected molecules or ions with the total composition C3H7N3O at a distorted geometry. The level of theory is the ωB97M-V functional and the def2-TZVPD basis.

The orbital gap comes out at 10.30 eV. The spin multiplicity is 1. For the lowest unoccupied orbital energy, the calculation gives 0.61 eV. For the strongest force on any atom, the calculation gives 3.58 eV Å⁻¹. The SMILES is [H]/N=C\C=N\[H].NC=O.

Last column: natural (NBO) charge in e.
Atoms and positions in Å:
H 0.98035 -0.03119 2.08202  0.350
N 1.07633 -0.95261 1.65823  -0.595
C 1.05512 -0.96442 0.39904  0.060
C 1.34938 0.33670 -0.50127  0.089
N 1.38186 1.46248 0.06127  -0.639
H 1.85241 2.19623 -0.46559  0.353
H 1.24386 -1.87507 -0.16077  0.188
H 1.72716 0.11053 -1.50546  0.173
N -2.32249 0.38935 -0.10236  -0.824
C -1.28879 -0.41715 -0.42985  0.524
O -0.88459 -0.69310 -1.53040  -0.621
H -2.90032 0.71857 -0.86206  0.403
H -2.43108 0.69225 0.85455  0.407
H -0.83921 -0.97256 0.50266  0.132

---

No. 4
This record from the Open Molecules 2025 dataset describes a single C21H21FN6 molecule at a distorted geometry. The level of theory is the ωB97M-V functional and the def2-TZVPD basis.

The orbital gap comes out at 8.13 eV. The spin multiplicity is 1. For the lowest unoccupied orbital energy, the calculation gives -0.05 eV. For the strongest force on any atom, the calculation gives 3.24 eV Å⁻¹. The SMILES is CN(C)c1nc([C@@H](N)Cc2cccc(F)c2)nc2ccc(-c3cn[nH]c3)cc12.

Last column: natural (NBO) charge in e.
Atoms and positions in Å:
C -0.58967 -3.89894 1.12426  -0.403
N -0.02780 -2.82862 0.28660  -0.497
C -0.16972 -2.98644 -1.16900  -0.409
C -0.12068 -1.53053 0.77079  0.467
N -1.32570 -1.09851 1.05117  -0.504
C -1.52936 0.15745 1.41571  0.404
C -2.94544 0.58748 1.72176  -0.075
N -3.03150 1.93437 2.26096  -0.827
C -3.86626 0.54209 0.45148  -0.420
C -3.44540 1.49577 -0.67088  0.006
C -3.88073 2.80845 -0.61226  -0.243
C -3.50002 3.71510 -1.63394  -0.179
C -2.67813 3.26932 -2.66448  -0.297
C -2.25499 1.95470 -2.71083  0.409
F -1.46790 1.51477 -3.74344  -0.331
C -2.64074 1.05797 -1.72466  -0.290
N -0.49461 1.00690 1.50392  -0.467
C 0.73871 0.62130 1.19830  0.147
C 1.78194 1.53474 1.16418  -0.178
C 3.07382 1.15467 0.79266  -0.171
C 3.36085 -0.17612 0.43010  -0.051
C 4.71262 -0.56094 -0.03096  -0.153
C 5.09317 -1.88003 -0.54892  -0.039
N 6.34585 -1.87525 -0.97343  -0.233
N 6.80607 -0.63564 -0.66864  -0.346
C 5.84392 0.20792 -0.11488  -0.053
C 2.28384 -1.06265 0.44464  -0.163
C 0.99498 -0.67972 0.83313  -0.102
H -0.57235 -3.58797 2.19912  0.211
H -0.00160 -4.81750 1.10537  0.201
H -1.64609 -4.09071 0.89627  0.186
H -1.22871 -2.97870 -1.49523  0.181
H 0.36054 -2.23966 -1.77962  0.214
H 0.27158 -3.96017 -1.46966  0.203
H -3.33007 -0.08330 2.51261  0.216
H -2.68082 2.59094 1.58721  0.366
H -2.41019 2.00420 3.08113  0.366
H -4.87415 0.80043 0.76905  0.227
H -3.94194 -0.46060 0.00950  0.225
H -4.53126 3.13984 0.17764  0.226
H -3.84212 4.74441 -1.57406  0.219
H -2.40032 3.95322 -3.44745  0.228
H -2.28027 0.04099 -1.74368  0.229
H 1.58039 2.57178 1.45360  0.226
H 3.82289 1.90105 0.74230  0.205
H 4.45513 -2.74912 -0.59334  0.210
H 7.75397 -0.32221 -0.85369  0.409
H 5.98448 1.25928 0.18734  0.228
H 2.44378 -2.06581 0.05227  0.219